C5H18NO2 | ωB97M-V/def2-TZVPD

Last column: natural (NBO) charge in e.
Atoms and positions in Å:
1 H 0.7105 0.7015 1.8860  0.21
2 H -2.1142 3.4574 2.1791  0.21
3 H 1.8927 -5.5970 0.1800  0.47
4 H -2.0794 3.8377 0.4661  0.20
5 H -2.2825 1.3411 -1.0140  0.20
6 H 1.2048 -2.1770 -3.0192  0.46
7 N 1.1042 0.0182 -0.0339  -1.02
8 C -2.3285 3.0566 1.1926  -0.60
9 H -3.4105 2.9504 1.1295  0.21
10 C -1.5421 1.7612 0.9636  -0.23
11 H 2.5630 -5.8299 -1.1173  0.46
12 H -3.3213 0.7333 0.3371  0.21
13 H -1.8553 -0.1284 -0.1288  0.20
14 H 1.9483 1.6020 0.9684  0.22
15 C 0.9721 1.1391 0.9343  -0.34
16 H -0.0243 2.2837 -0.5514  0.21
17 H 1.6271 -2.8548 -1.7569  0.48
18 C -2.3045 0.8656 -0.0245  -0.61
19 O 1.9499 -5.2077 -0.7013  -0.96
20 H 1.2798 0.3285 -1.0011  0.39
21 H 0.2623 -0.5807 -0.1290  0.37
22 O 1.4794 -1.9607 -2.1103  -1.03
23 H -1.4984 1.2411 1.9184  0.20
24 H 1.8937 -0.6556 0.1367  0.29
25 H 0.1665 3.0922 0.9586  0.22
26 C -0.1235 2.1307 0.5342  -0.42

Properties
- Multiplicity: 2
- Highest occupied orbital energy (spin up / spin down): -2.9 / -11.3 eV
- ΔE to the lowest compared entry with this formula, charge and spin: 9.3 kcal per mole

***

C4H6F2Si | ωB97M-V/def2-TZVPD

Last column: natural (NBO) charge in e.
Atoms and positions in Å:
1 C 1.9939 0.1105 1.2871  -0.33
2 C 0.8073 -0.1891 -0.8258  -0.15
3 C 0.9859 0.3734 0.4619  -0.25
4 F -3.1441 -0.3312 -1.2593  -0.66
5 Si -1.9128 -0.0459 -0.2040  1.95
6 H -2.4295 -0.5266 1.0452  -0.24
7 H -0.3467 -0.8427 -2.3240  0.26
8 H 1.9827 0.6201 2.2219  0.20
9 C -0.4261 -0.4762 -1.2252  -0.73
10 F -2.0490 1.4815 0.1800  -0.65
11 H 1.7309 -0.6009 -1.2627  0.21
12 H 2.6620 -0.6269 1.1963  0.19
13 H 0.1455 1.0541 0.7086  0.21

Properties
- Highest occupied orbital energy: -9.6 eV
- ΔE to the lowest compared entry with this formula, charge and spin: 32.0 kcal per mole

***

C15H20N2O3S3 | ωB97M-V/def2-TZVPD

Last column: natural (NBO) charge in e.
Atoms and positions in Å:
1 C 2.5936 2.2051 1.1185  -0.39
2 S -1.4088 -1.8124 -1.5877  0.35
3 H 4.4120 2.0236 -1.8139  0.21
4 C -0.0113 -2.7006 -0.8043  -0.45
5 H 4.4108 3.1292 0.4167  0.21
6 C -0.6431 -0.2750 -1.2895  0.36
7 N -1.1784 0.8669 -1.4675  -0.81
8 C -0.9210 -2.3856 1.5504  -0.62
9 N 0.6279 -0.4056 -0.8163  -0.46
10 H 2.3989 0.0620 1.2080  0.22
11 H -4.3030 -1.2903 -0.4720  0.25
12 S -2.7697 0.9050 -1.9184  2.33
13 H 0.8827 0.9382 1.4952  0.21
14 H -1.1936 -4.1138 0.2944  0.21
15 C -3.5415 0.7036 -0.3392  -0.57
16 H 2.4403 0.6607 -2.4886  0.21
17 H -4.4192 1.3174 2.9766  0.24
18 O 2.1731 -1.9480 -0.1434  -0.57
19 H 0.4594 -3.9025 0.8967  0.23
20 H 3.3219 -0.1005 -1.1534  0.22
21 C 2.7124 0.7590 -1.4356  -0.42
22 H -5.0651 -1.0411 2.0347  0.23
23 C 1.7993 0.9203 0.9005  -0.42
24 H 2.9043 2.8997 -1.5352  0.20
25 H 2.8563 2.2971 2.1738  0.21
26 O -3.0661 2.1945 -2.4431  -0.91
27 H 0.8168 1.6281 -0.8836  0.24
28 C 3.5025 2.0452 -1.2114  -0.39
29 O -3.0689 -0.2628 -2.7067  -0.94
30 C 3.8573 2.2011 0.2641  -0.40
31 C 1.4473 0.7868 -0.5800  -0.04
32 H -0.1362 -1.6839 1.8254  0.21
33 H -1.2331 -2.9153 2.4466  0.22
34 H 1.9740 3.0633 0.8495  0.20
35 S -3.4273 1.9437 0.8400  0.51
36 H 4.4984 1.3721 0.5708  0.20
37 C -0.4174 -3.3786 0.5102  -0.39
38 H 0.3534 -3.4566 -1.5029  0.26
39 C 1.0739 -1.6776 -0.5555  0.71
40 C -4.1508 -0.4171 0.1354  -0.21
41 C -4.2306 0.9444 1.9896  -0.39
42 C -4.5569 -0.2737 1.4800  -0.27
43 H -1.7742 -1.8259 1.1711  0.21

Properties
- Highest occupied orbital energy: -9.5 eV

***

C15H12O3PtS6Sb | ωB97M-V/def2-TZVPD

Last column: natural (NBO) charge in e.
Atoms and positions in Å:
1 H -2.3843 2.5378 -4.3243  0.24
2 H 3.3804 -4.0948 0.8450  0.23
3 H -0.3795 4.1422 -0.5969  0.25
4 S 0.6003 -1.8658 -2.3165  -0.44
5 H -3.0189 3.3005 -2.8314  0.24
6 S -1.3565 -1.2786 3.1635  0.52
7 S -1.3083 -1.9960 -5.5695  -0.30
8 C 0.3387 0.8143 0.2793  -0.24
9 H -1.7729 -0.8526 5.5258  0.24
10 C 1.5807 -1.2871 0.9488  -0.23
11 H 0.8592 -3.2851 0.7095  0.25
12 Pt -0.9478 -0.4618 -1.3907  1.19
13 C 0.7382 2.4301 -1.3670  -0.26
14 S -0.5259 2.1902 0.8513  0.54
15 O -0.7733 -1.2592 0.4232  -0.69
16 C -1.1370 -0.5693 4.7025  -0.43
17 C -2.2310 1.3496 -2.5655  0.79
18 H 1.3083 1.1371 3.2173  0.23
19 C 0.9813 1.0968 -0.9195  -0.31
20 C -0.1185 0.3348 4.7080  -0.26
21 H 0.1837 0.8927 5.5823  0.22
22 C 0.4784 0.4757 3.4276  -0.26
23 C 3.0649 -3.0640 0.9181  -0.25
24 C -2.9224 2.3745 -3.3948  -0.72
25 Sb -1.0602 -3.1470 -3.5220  0.86
26 C 3.9322 -2.0298 1.0831  -0.42
27 S 3.1122 -0.5278 1.1416  0.43
28 C 0.2695 -0.5294 1.0369  0.14
29 S -2.5394 -1.9683 -2.0302  -0.40
30 H 1.6884 0.4231 -1.3797  0.27
31 H 5.0071 -2.0649 1.1564  0.24
32 H -3.9258 2.0104 -3.6208  0.25
33 O -2.4919 1.1749 -1.3473  -0.68
34 H 1.1525 2.8422 -2.2748  0.24
35 C -0.0509 3.1185 -0.5043  -0.39
36 C -0.1045 -0.3228 2.4880  -0.23
37 C 1.7116 -2.6366 0.8448  -0.23
38 O -1.3389 0.5955 -3.0977  -0.64

Properties
- Multiplicity: 2
- Highest occupied orbital energy (spin up / spin down): -8.4 / -8.4 eV
- ΔE to the lowest compared entry with this formula, charge and spin: 0.0 kcal per mole

***

C4H36NO15S | ωB97M-V/def2-TZVPD

Last column: natural (NBO) charge in e.
Atoms and positions in Å:
1 H -1.6446 -1.8949 2.0662  0.49
2 H 3.3776 1.1971 -2.7164  0.20
3 H 1.5054 0.1382 0.1356  0.44
4 H -2.7061 -0.5319 -2.9637  0.51
5 H 2.3008 1.9504 1.9031  0.52
6 H 2.9028 0.0874 2.1064  0.50
7 H 0.5652 3.7117 2.1228  0.51
8 H -0.1995 0.2557 -2.0501  0.23
9 O 4.0409 -1.7252 -0.0056  -1.00
10 C 1.4088 1.6301 -1.9365  -0.42
11 H -4.0077 0.6156 1.5349  0.48
12 H -3.2432 -1.1176 -1.6404  0.51
13 H -2.6850 -2.4259 0.2568  0.51
14 O -0.0084 -2.6154 -1.5913  -1.07
15 H 1.1161 2.0337 -2.9084  0.21
16 H 0.6850 -2.0436 -2.0378  0.50
17 H -0.9792 -1.9148 -2.9844  0.50
18 O -0.1129 4.3471 1.8026  -0.98
19 H -2.0903 2.0071 0.5043  0.51
20 H 3.7046 -0.2751 0.8364  0.52
21 C -0.4141 -0.3852 0.6137  0.59
22 O 1.6383 -0.6931 3.6693  -0.98
23 H 3.2176 -2.2020 0.2639  0.51
24 O 3.1818 0.4715 1.2355  -1.04
25 H 0.4647 -2.9406 -0.8072  0.51
26 H -0.5856 1.7042 -1.0839  0.21
27 O -1.4915 1.9353 1.2855  -1.04
28 C 0.1842 0.9698 -1.3215  -0.25
29 H 1.7335 2.4580 -1.2880  0.19
30 O 1.6718 -2.9275 0.8904  -1.00
31 H 1.4671 0.2160 3.9139  0.47
32 O -2.5931 -2.1430 2.0191  -1.01
33 H 0.9399 -0.8834 3.0124  0.50
34 O -3.1557 1.8606 -0.8758  -1.02
35 O -0.1102 -1.0730 1.6324  -0.81
36 O -2.6084 -2.5104 -0.7311  -1.03
37 H -0.4004 -0.9337 -4.0282  0.50
38 H 3.9519 -1.6372 -0.9712  0.50
39 H 1.0852 -2.1996 1.1886  0.51
40 H 0.8296 1.7464 1.9488  0.49
41 C 2.5910 0.6797 -2.1577  -0.52
42 O 1.5184 2.2872 2.3965  -0.99
43 H -3.0082 -1.2641 2.2072  0.50
44 H -1.1795 2.8605 1.4727  0.51
45 H 0.2834 4.7224 0.9920  0.47
46 O -3.5051 0.4258 2.3357  -0.98
47 N 0.5152 0.2532 -0.0771  -0.61
48 H -2.7029 0.9884 2.2065  0.51
49 O -1.2352 -1.3022 -3.6976  -1.00
50 H -3.2111 1.0155 -1.4232  0.52
51 H -1.6744 -2.6125 -1.0065  0.50
52 H -3.3505 2.5389 -1.5144  0.47
53 O -3.3867 -0.3622 -2.2693  -1.02
54 H 3.0504 0.4041 -1.2048  0.18
55 H -1.4397 -0.3576 0.2512  0.17
56 H 1.6311 -3.6531 1.5151  0.49
57 S 2.1671 -0.8867 -3.0275  -0.68

Properties
- Net charge: -1
- Highest occupied orbital energy: -4.6 eV
- ΔE to the lowest compared entry with this formula, charge and spin: 0.0 kcal per mole

***

| no. | molecular weight (g/mol) | DFT total energy (a.u.) |
| --- | --- | --- |
| 1 | 124.20 | -406.41187 |
| 2 | 120.17 | -645.29233 |
| 3 | 372.54 | -2113.40346 |
| 4 | 749.50 | -3553.19048 |
| 5 | 370.39 | -1755.76154 |